This record from the Open Molecules 2025 dataset describes 12 unconnected molecules or ions with the total composition C15H41N11O24. The level of theory is ωB97M-V with the def2-TZVPD basis set.

Atoms and positions in Å:
C -0.40 4.58 -0.90
N -1.28 3.92 0.10
O -1.71 2.81 -0.13
O -1.53 4.57 1.10
H 0.59 4.63 -0.45
H -0.81 5.57 -1.06
H -0.44 3.98 -1.80
C -0.11 3.41 -4.88
N -0.25 1.96 -4.60
O -0.15 1.60 -3.44
O -0.44 1.20 -5.51
H -1.12 3.81 -4.88
H 0.24 3.54 -5.90
H 0.50 3.88 -4.12
C 0.17 0.03 -0.47
N -0.90 0.09 0.55
O -1.99 -0.30 0.22
O -0.63 0.56 1.63
H 1.12 0.21 0.03
H 0.00 0.85 -1.16
H 0.07 -0.97 -0.88
C 0.19 -2.20 -4.52
N -0.99 -1.66 -3.81
O -1.04 -1.77 -2.60
O -1.87 -1.18 -4.48
H 0.34 -1.60 -5.41
H -0.05 -3.22 -4.78
H 1.02 -2.23 -3.81
C -3.05 0.99 -2.42
N -4.39 0.35 -2.42
O -4.44 -0.84 -2.21
O -5.34 1.04 -2.66
H -2.29 0.32 -2.04
H -3.14 1.83 -1.73
H -2.82 1.29 -3.43
C -2.96 -3.13 0.81
N -2.56 -2.51 2.10
O -1.43 -2.76 2.49
O -3.26 -1.66 2.61
H -2.05 -3.10 0.22
H -3.70 -2.50 0.33
H -3.37 -4.12 1.00
C -3.66 1.99 2.54
N -4.94 2.26 1.80
O -4.84 2.43 0.60
O -5.98 2.28 2.42
H -3.35 0.96 2.40
H -3.89 2.26 3.56
H -3.00 2.71 2.07
C 1.45 -4.95 -0.79
N 2.08 -3.83 -1.52
O 3.18 -4.04 -1.98
O 1.41 -2.84 -1.73
H 1.57 -5.88 -1.34
H 0.42 -4.71 -0.55
H 2.05 -5.03 0.12
C -1.51 0.29 4.94
N -0.50 -0.39 5.80
O 0.66 -0.28 5.48
O -0.93 -1.08 6.69
H -2.03 1.10 5.45
H -2.20 -0.47 4.58
H -0.99 0.78 4.13
C 2.84 1.05 -2.25
N 2.47 2.44 -1.85
O 2.19 2.64 -0.69
O 2.42 3.27 -2.73
H 2.65 0.39 -1.41
H 3.89 1.01 -2.55
H 2.23 0.79 -3.11
C 2.00 1.89 3.53
N 3.24 1.69 2.74
O 4.24 2.26 3.15
O 3.24 0.89 1.83
H 2.23 1.40 4.47
H 1.13 1.47 3.03
H 1.79 2.95 3.65
C 1.81 -1.99 3.10
C 2.20 -2.90 1.92
O 2.94 -2.28 0.88
C 4.25 -2.05 1.00
C 4.77 -1.38 -0.26
O 4.93 -2.38 1.94
H 1.16 -1.18 2.77
H 2.72 -1.51 3.48
H 1.42 -2.54 3.95
H 2.69 -3.81 2.29
H 1.23 -3.18 1.50
H 4.02 -1.53 -1.04
H 5.65 -1.92 -0.61
H 4.94 -0.32 -0.12

E_LUMO ... -0.643 eV
SMILES ... C[N+](=O)[O-].C[N+](=O)[O-].C[N+](=O)[O-].C[N+](=O)[O-].C[N+](=O)[O-].C[N+](=O)[O-].C[N+](=O)[O-].C[N+](=O)[O-].C[N+](=O)[O-].C[N+](=O)[O-].C[N+](=O)[O-].CCOC(C)=O
Highest occupied orbital energy ... -10.417 eV
Energy above the lowest of the compared OMol25 structures with the same formula, charge and spin ... 0.0 kcal/mol
Molar mass ... 759.5 g mol⁻¹
E ... -3003.18995 hartree

Here are the Löwdin charges for atoms 1 to 6, given in e: atom 1 (C): 0.06, atom 2 (N): -0.41, atom 3 (O): 0.05, atom 4 (O): 0.07, atom 5 (H): 0.09, atom 6 (H): 0.10

---

This record from the Open Molecules 2025 dataset describes a gas-phase ion, C7H12NO (charge +1). The level of theory is ωB97M-V with the def2-TZVPD basis set.

Atoms and positions in Å:
C 1.43 1.60 -2.27
C 0.26 0.75 -1.78
C 0.24 0.30 -0.59
N 0.10 -0.22 0.53
C 0.59 -1.58 0.55
C -0.46 -2.68 0.63
C -0.70 0.41 1.58
C -1.18 1.85 1.46
O -1.09 -0.22 2.49
H 0.94 2.69 -2.48
H 1.83 1.25 -3.22
H 2.24 1.56 -1.61
H -0.56 0.48 -2.31
H 1.35 -1.82 -0.26
H 1.33 -1.64 1.40
H -0.84 -3.04 1.55
H -1.32 -2.50 -0.10
H 0.01 -3.72 0.28
H -1.14 2.56 2.32
H -2.27 1.68 1.31
H -0.76 2.28 0.53

E_LUMO ... -4.684 eV
Total charge ... +1
SMILES ... CC=C=[N+](CC)C(C)=O
Highest occupied orbital energy ... -14.776 eV
Energy above the lowest of the compared OMol25 structures with the same formula, charge and spin ... 68.4 kcal/mol
Molar mass ... 126.2 g mol⁻¹
E ... -403.56124 hartree

Here are the natural (NBO) charges for atoms 1 to 6, given in e: atom 1 (C): -0.62, atom 2 (C): -0.23, atom 3 (C): 0.52, atom 4 (N): -0.38, atom 5 (C): -0.26, atom 6 (C): -0.65

---

This record from the Open Molecules 2025 dataset describes 4 unconnected molecules or ions with the total composition C3H11O4S. The level of theory is ωB97M-V with the def2-TZVPD basis set.

Atoms and positions in Å:
O 1.11 -0.98 1.18
C 1.05 -0.22 0.24
C -0.14 -0.10 -0.69
C -1.20 0.82 -0.01
S -2.97 0.27 -0.22
H 1.92 0.41 -0.06
H 0.19 0.17 -1.69
H -0.57 -1.11 -0.68
H -0.96 0.91 1.04
H -1.30 1.70 -0.63
H -2.05 -0.52 3.15
H -2.78 0.74 2.80
O -2.16 0.38 3.46
H 3.92 1.44 -0.65
H 4.47 0.93 -1.87
O 4.45 1.77 -1.39
H 1.59 -3.11 -1.80
H 1.70 -1.97 -2.77
O 2.20 -2.43 -2.09

E_LUMO ... 2.795 eV
Total charge ... -1
Highest occupied orbital energy ... -2.864 eV
Energy above the lowest of the compared OMol25 structures with the same formula, charge and spin ... 35.0 kcal/mol
Molar mass ... 143.2 g mol⁻¹
E ... -820.06150 hartree

Here are the natural (NBO) charges for atoms 1 to 6, given in e: atom 1 (O): -0.55, atom 2 (C): 0.48, atom 3 (C): -0.54, atom 4 (C): -0.53, atom 5 (S): -0.74, atom 6 (H): 0.05

---

This record from the Open Molecules 2025 dataset describes 4 unconnected molecules or ions with the total composition C3H13O3S. The level of theory is ωB97M-V with the def2-TZVPD basis set.

Atoms and positions in Å:
C -0.96 -0.84 -1.08
C -0.36 0.25 -0.15
C 0.89 -0.26 0.61
S 0.60 -1.10 2.19
H -2.00 -0.55 -1.24
H -1.08 -1.84 -0.63
H -0.39 -0.93 -2.00
H -0.15 1.07 -0.82
H -1.12 0.36 0.62
H 1.49 0.65 0.74
H 1.47 -0.83 -0.13
H -1.39 3.61 -0.94
H -0.08 4.05 -0.45
O -1.02 4.25 -0.34
H -0.70 -2.54 3.77
H -0.48 -3.80 4.51
O -1.21 -3.24 4.24
H 2.78 0.93 -3.29
H 1.77 0.23 -2.35
O 1.95 0.51 -3.24

E_LUMO ... 2.988 eV
Total charge ... -1
Highest occupied orbital energy ... -2.820 eV
Energy above the lowest of the compared OMol25 structures with the same formula, charge and spin ... 32.1 kcal/mol
Molar mass ... 129.2 g mol⁻¹
E ... -746.02306 hartree

Here are the natural (NBO) charges for atoms 1 to 6, given in e: atom 1 (C): -0.61, atom 2 (C): -0.42, atom 3 (C): -0.52, atom 4 (S): -0.72, atom 5 (H): 0.19, atom 6 (H): 0.22

---

This record from the Open Molecules 2025 dataset describes 6 unconnected molecules or ions with the total composition C41H81BrFO19P2. The level of theory is ωB97M-V with the def2-TZVPD basis set.

Atoms and positions in Å:
C -4.07 -5.69 2.05
C -3.39 -4.63 2.54
C -1.89 -4.51 2.86
C -0.93 -4.93 1.66
C -0.82 -6.48 1.84
C -0.42 -7.32 0.59
C -1.63 -7.56 -0.37
C -1.33 -8.62 -1.47
C -0.49 -8.09 -2.68
C -1.31 -7.83 -3.98
C -1.33 -6.32 -4.43
O -1.40 -4.38 0.48
P -0.42 -3.09 -0.25
C 0.08 -4.36 -1.58
C 1.46 -4.29 -2.29
C 2.69 -4.82 -1.48
C 3.58 -3.73 -0.84
C 4.73 -4.30 0.07
C 4.48 -4.02 1.58
C 5.53 -3.07 2.22
O 5.27 -1.70 1.89
C 6.27 -1.10 1.08
C 0.50 -1.60 -1.10
C -0.13 -1.27 -2.50
C 0.94 -0.90 -3.58
Br -1.33 0.32 -2.34
P -1.38 -1.40 0.94
C -0.43 -1.07 2.56
O -2.97 -1.83 1.46
O 0.87 -3.42 0.87
C 0.59 -4.40 1.83
F 1.59 -5.37 1.56
C 0.88 -4.05 3.31
C 1.84 -4.71 4.04
H -5.13 -5.83 2.30
H -3.62 -6.49 1.43
H -3.99 -3.73 2.74
H -1.69 -3.49 3.22
H -1.66 -5.21 3.69
H -1.74 -6.95 2.26
H -0.06 -6.67 2.62
H 0.47 -6.93 0.06
H -0.12 -8.33 0.95
H -2.43 -7.99 0.27
H -2.00 -6.62 -0.82
H -0.89 -9.54 -1.02
H -2.31 -8.95 -1.88
H 0.27 -8.87 -2.93
H 0.09 -7.19 -2.36
H -2.34 -8.24 -3.94
H -0.80 -8.37 -4.81
H -2.16 -5.79 -3.93
H -1.44 -6.24 -5.53
H -0.35 -5.87 -4.18
H -1.62 -2.87 -1.06
H -0.02 -5.37 -1.15
H -0.69 -4.32 -2.39
H 1.74 -3.32 -2.74
H 1.38 -4.98 -3.17
H 3.35 -5.35 -2.21
H 2.34 -5.60 -0.78
H 4.10 -3.20 -1.68
H 3.03 -2.96 -0.28
H 5.67 -3.77 -0.22
H 4.90 -5.38 -0.14
H 4.47 -4.99 2.12
H 3.50 -3.53 1.75
H 6.57 -3.39 2.03
H 5.39 -3.15 3.33
H 5.75 -0.64 0.21
H 6.80 -0.27 1.58
H 7.01 -1.81 0.66
H 0.38 -0.68 -0.50
H 1.58 -1.79 -1.21
H -0.75 -2.09 -2.90
H 1.84 -0.43 -3.13
H 1.26 -1.84 -4.09
H 0.47 -0.26 -4.34
H -0.52 0.03 2.73
H -0.93 -1.55 3.43
H 0.64 -1.29 2.47
H -3.02 -1.60 2.40
H 0.31 -3.29 3.87
H 1.57 -5.05 5.06
H 2.86 -4.88 3.67
C -3.26 1.85 0.42
O -3.47 3.23 0.08
C -2.62 4.08 0.66
O -1.73 3.80 1.41
O -2.94 5.32 0.25
C -2.10 6.34 0.78
H -4.01 1.27 -0.11
H -2.27 1.52 0.10
H -3.38 1.69 1.49
H -1.07 6.20 0.48
H -2.18 6.38 1.87
H -2.46 7.29 0.38
C 11.96 1.80 0.26
O 10.69 1.40 0.77
C 10.74 0.78 1.95
O 11.74 0.55 2.58
O 9.50 0.46 2.31
C 9.40 -0.21 3.57
H 11.78 2.28 -0.70
H 12.44 2.51 0.93
H 12.60 0.93 0.10
H 9.78 0.42 4.37
H 9.94 -1.16 3.54
H 8.35 -0.41 3.75
C -4.94 7.50 -2.86
O -5.13 8.88 -3.19
C -4.28 9.71 -2.60
O -3.40 9.39 -1.84
O -4.57 10.95 -2.98
C -3.72 11.95 -2.41
H -5.69 6.92 -3.40
H -3.95 7.16 -3.18
H -5.07 7.33 -1.79
H -2.68 11.79 -2.71
H -3.81 11.96 -1.33
H -4.05 12.91 -2.80
C -10.10 3.65 -1.30
O -8.93 4.16 -1.92
C -7.79 3.83 -1.29
O -7.71 3.17 -0.29
O -6.77 4.37 -1.96
C -5.48 4.09 -1.40
H -10.95 3.98 -1.89
H -10.09 2.56 -1.29
H -10.21 4.04 -0.29
H -5.29 3.03 -1.40
H -5.40 4.50 -0.40
H -4.74 4.58 -2.03
C 0.73 14.03 2.26
O 0.26 13.30 1.13
C -0.48 12.23 1.44
O -0.75 11.87 2.56
O -0.86 11.64 0.31
C -1.66 10.47 0.49
H 1.31 14.87 1.88
H -0.10 14.42 2.85
H 1.38 13.41 2.88
H -2.59 10.71 1.01
H -1.11 9.71 1.04
H -1.90 10.08 -0.50

E_LUMO ... 1.750 eV
Total charge ... -1
Highest occupied orbital energy ... -3.709 eV
Energy above the lowest of the compared OMol25 structures with the same formula, charge and spin ... 0.0 kcal/mol
Molar mass ... 1038.9 g mol⁻¹
E ... -6396.86962 hartree

Here are the Löwdin charges for atoms 1 to 6, given in e: atom 1 (C): 0.00, atom 2 (C): -0.15, atom 3 (C): -0.12, atom 4 (C): -0.40, atom 5 (C): -0.12, atom 6 (C): -0.18

---

This record from the Open Molecules 2025 dataset describes a single C3H2ClF5O molecule. The level of theory is ωB97M-V with the def2-TZVPD basis set.

Atoms and positions in Å:
F 1.92 1.54 0.01
C 1.65 0.57 -0.83
F 1.71 1.00 -2.12
O 0.29 0.13 -0.73
C -0.33 0.04 0.46
F -0.72 1.30 0.98
F 0.50 -0.48 1.42
C -1.55 -0.78 0.34
F -1.17 -2.00 -0.10
Cl -2.45 -0.94 1.89
H 2.38 -0.04 -0.75
H -2.24 -0.34 -0.56

E_LUMO ... 0.773 eV
SMILES ... FC(F)OC(F)(F)[C@@H](F)Cl
Highest occupied orbital energy ... -11.783 eV
Energy above the lowest of the compared OMol25 structures with the same formula, charge and spin ... 26.3 kcal/mol
Molar mass ... 184.5 g mol⁻¹
E ... -1150.25284 hartree

Here are the natural (NBO) charges for atoms 1 to 6, given in e: atom 1 (F): -0.30, atom 2 (C): 0.82, atom 3 (F): -0.33, atom 4 (O): -0.51, atom 5 (C): 0.84, atom 6 (F): -0.35

---

This record from the Open Molecules 2025 dataset describes a molecular structure, C26H53Cl12F3N6O10Sr. The level of theory is ωB97M-V with the def2-TZVPD basis set.

Atoms and positions in Å:
Sr -0.62 15.87 -8.19
O -2.00 14.97 -9.89
H -2.31 14.11 -10.25
O 0.05 15.96 -5.84
H 0.78 16.33 -5.30
C -2.49 13.87 -4.04
O -3.68 13.54 -4.11
N -1.56 13.26 -3.28
C -0.14 13.59 -3.44
C -1.81 12.12 -2.50
H -2.11 14.76 -4.58
H 0.40 13.47 -2.50
H 0.08 14.57 -3.88
H 0.49 12.98 -4.08
H -2.84 12.09 -2.16
H -1.81 11.13 -2.95
H -1.26 12.24 -1.56
C 2.14 17.21 -10.30
O 1.13 16.90 -9.63
N 3.25 17.79 -9.80
C 4.34 18.26 -10.75
C 3.26 18.27 -8.41
H 2.27 16.93 -11.36
H 4.15 19.31 -10.97
H 4.14 17.63 -11.61
H 5.36 18.08 -10.41
H 3.14 19.35 -8.52
H 2.43 17.83 -7.86
H 4.25 18.26 -7.95
C -4.18 16.22 -7.29
O -3.01 16.47 -7.44
N -5.18 16.98 -7.78
C -6.61 16.59 -7.57
C -4.98 18.01 -8.86
H -4.62 15.43 -6.66
H -7.03 16.00 -8.39
H -7.21 17.48 -7.38
H -6.69 15.97 -6.68
H -4.17 18.74 -8.79
H -4.57 17.46 -9.71
H -5.88 18.60 -9.00
C 2.02 17.52 -3.60
O 3.18 17.82 -3.55
N 1.30 17.43 -2.47
C -0.13 17.12 -2.49
C 1.84 17.72 -1.18
H 1.52 17.43 -4.58
H -0.67 18.00 -2.17
H -0.25 16.28 -1.80
H -0.41 16.81 -3.50
H 1.52 17.05 -0.38
H 2.92 17.58 -1.15
H 1.65 18.72 -0.80
C -1.06 19.54 -8.59
O -0.95 18.30 -8.48
N -0.52 20.52 -7.84
C -1.05 21.91 -7.84
C 0.36 20.05 -6.78
H -1.75 19.90 -9.37
H -1.73 22.18 -8.64
H -0.35 22.74 -7.96
H -1.68 22.20 -6.99
H 1.25 19.75 -7.33
H 0.60 20.83 -6.06
H -0.05 19.19 -6.26
C 1.90 13.63 -7.22
O 1.17 14.00 -8.11
N 3.20 13.28 -7.39
C 3.91 13.00 -6.20
C 3.94 13.57 -8.65
H 1.57 13.56 -6.17
H 3.24 12.67 -5.41
H 4.46 13.87 -5.85
H 4.69 12.26 -6.37
H 4.73 14.32 -8.60
H 4.49 12.67 -8.94
H 3.28 13.63 -9.52
C -3.14 18.59 -0.13
C -3.44 19.52 -1.28
O -3.19 18.80 -2.43
C -3.49 19.52 -3.57
O -3.78 20.77 -3.79
C -3.51 18.59 -4.80
F -2.28 18.70 -5.28
F -3.78 17.28 -4.40
F -4.40 18.86 -5.67
H -3.84 17.76 -0.07
H -3.28 19.17 0.78
H -2.12 18.18 -0.14
H -2.74 20.35 -1.41
H -4.50 19.74 -1.22
C -2.40 11.73 -9.10
Cl -2.85 12.68 -7.63
Cl -3.65 10.54 -9.69
Cl -0.80 10.93 -8.91
H -2.34 12.40 -9.95
C -5.20 14.40 -11.29
Cl -5.71 13.48 -9.81
Cl -6.29 15.78 -11.60
Cl -5.13 13.31 -12.66
H -4.24 14.91 -11.18
C -2.60 17.23 -12.70
Cl -3.53 16.08 -13.69
Cl -3.73 18.59 -12.41
Cl -1.08 17.67 -13.61
H -2.34 16.76 -11.75
C -0.52 13.48 -12.54
Cl -0.25 11.75 -12.19
Cl -0.95 13.69 -14.20
Cl 1.07 14.29 -12.24
H -1.36 13.84 -11.95

E_LUMO ... 0.201 eV
Highest occupied orbital energy ... -8.166 eV
Molar mass ... 1179.8 g mol⁻¹
E ... -7956.04525 hartree

Here are the Löwdin charges for atoms 1 to 6, given in e: atom 1 (Sr): 1.43, atom 2 (O): -0.57, atom 3 (H): -0.13, atom 4 (O): -0.54, atom 5 (H): -0.14, atom 6 (C): -0.32

---

This record from the Open Molecules 2025 dataset describes a single C4H5NO molecule. The level of theory is ωB97M-V with the def2-TZVPD basis set.

Atoms and positions in Å:
H 3.19 1.15 -0.24
N 2.18 1.30 -0.05
C 1.42 0.34 0.07
O 1.57 -1.25 -0.01
C 0.13 -1.33 -0.03
C -0.02 0.17 0.14
C -1.10 0.92 -0.07
H -0.27 -2.14 0.75
H -0.16 -1.71 -0.96
H -2.10 0.73 -0.08
H -0.98 1.87 -0.45

E_LUMO ... 0.174 eV
SMILES ... [H]/N=C1\OCC1=C
Highest occupied orbital energy ... -9.758 eV
Energy above the lowest of the compared OMol25 structures with the same formula, charge and spin ... 69.9 kcal/mol
Molar mass ... 83.1 g mol⁻¹
E ... -285.30323 hartree

Here are the natural (NBO) charges for atoms 1 to 6, given in e: atom 1 (H): 0.39, atom 2 (N): -0.64, atom 3 (C): 0.55, atom 4 (O): -0.55, atom 5 (C): -0.09, atom 6 (C): -0.12

---

This record from the Open Molecules 2025 dataset describes 2 unconnected molecules or ions with the total composition C5H11Cl2. The level of theory is ωB97M-V with the def2-TZVPD basis set.

Atoms and positions in Å:
Cl -2.33 0.89 2.22
Cl 1.64 -0.68 0.94
C -1.15 -2.24 -0.34
C 0.10 -2.79 0.34
C 1.42 -2.13 -0.04
C 2.69 -2.97 0.15
C 3.86 -2.33 -0.58
H -2.02 -2.81 0.02
H -1.38 -1.20 -0.11
H -1.10 -2.47 -1.41
H 0.04 -2.82 1.42
H 0.17 -3.80 -0.06
H 1.36 -1.89 -1.11
H 2.89 -3.07 1.21
H 2.52 -3.98 -0.20
H 4.78 -2.79 -0.23
H 3.73 -2.52 -1.65
H 3.93 -1.26 -0.37

Multiplicity ... 2
E_LUMO (alpha / beta) ... 1.046 / -3.953 eV
Highest occupied orbital energy (alpha / beta) ... -10.512 / -10.511 eV
Energy above the lowest of the compared OMol25 structures with the same formula, charge and spin ... 5.0 kcal/mol
Molar mass ... 142.0 g mol⁻¹
E ... -1117.42836 hartree

Here are the natural (NBO) charges for atoms 1 to 6, given in e: atom 1 (Cl): 0.00, atom 2 (Cl): -0.07, atom 3 (C): -0.61, atom 4 (C): -0.41, atom 5 (C): -0.19, atom 6 (C): -0.41